A molecular structure, C26H33FN5O4SeSiW. Source: OMol25; level of theory: ωB97M-V/def2-TZVPD.

The geometry in XYZ format:
```
72
C26H33FN5O4SeSiW ωB97M-V/def2-TZVPD
W 0.45451 3.07840 -0.23718
C -3.15729 -3.49640 -2.41538
C -3.65854 -2.48786 -1.39617
N -2.57895 -1.57603 -0.93694
C -2.46284 -0.39766 -1.52904
C -1.48241 0.52658 -1.21292
C -1.42270 1.75989 -2.02570
O -2.25115 2.13208 -2.79051
O -0.23594 2.43817 -1.86383
C -0.56840 0.23644 -0.19297
O 0.34375 1.07443 0.21438
C -0.66793 -1.04409 0.43285
C 0.22407 -1.43277 1.44858
C 0.11239 -2.64878 2.03871
F 0.96602 -2.94636 3.02695
C -0.88262 -3.59989 1.67538
C -1.75526 -3.21046 0.66271
C -1.67461 -1.95256 0.05307
N -0.96926 -4.83532 2.28591
C 0.07962 -5.36197 3.17234
C -0.19554 -6.82549 3.50446
N -0.69949 -7.53571 2.28115
C -2.04023 -6.98606 1.82421
C -2.21977 -5.57521 2.37719
H -3.97874 -4.14501 -2.71641
H -2.35456 -4.11786 -2.01841
H -2.78603 -2.99357 -3.30801
H -4.09480 -2.95465 -0.51528
H -4.43228 -1.85423 -1.82325
H -3.17913 -0.16170 -2.30664
H 0.99869 -0.75910 1.78575
H -2.49710 -3.90712 0.31166
H 0.14723 -4.82236 4.11861
H 1.04532 -5.27918 2.67406
H -0.95391 -6.95323 4.27345
H 0.71618 -7.31404 3.84104
H -0.77878 -8.53756 2.46647
H -0.01313 -7.43903 1.53090
H -2.81819 -7.65595 2.18470
H -2.03404 -7.00154 0.73670
H -2.55441 -5.60956 3.41752
H -3.01694 -5.08644 1.82837
C -1.90655 5.61700 -2.00586
C -0.49109 5.98125 -1.71846
C 0.02313 7.25227 -1.94599
C 1.33260 7.54869 -1.60171
C 2.16196 6.58342 -1.03300
C 1.60665 5.33866 -0.88048
N 0.33436 5.05423 -1.20876
N 2.11415 4.14779 -0.34193
Si 3.74245 3.41470 -0.69730
C 4.33634 4.16779 -2.27943
C 4.85507 3.65579 0.76358
C 3.30717 1.60153 -0.92139
H -2.29801 6.22997 -2.81499
H -2.52401 5.81354 -1.12317
H -2.00863 4.56888 -2.28145
H -0.61122 8.00456 -2.39230
H 1.71510 8.54680 -1.77079
H 3.17523 6.79877 -0.72746
H 4.54819 5.23367 -2.19629
H 3.62468 4.02016 -3.09415
H 5.27009 3.67675 -2.56606
H 5.14622 4.70041 0.88544
H 5.77139 3.07481 0.63518
H 4.39251 3.32913 1.69687
H 2.55693 1.42188 -1.69880
H 2.99940 1.10011 -0.00022
H 4.20752 1.07887 -1.25757
O 1.83909 2.71750 2.87643
C 1.42399 2.80289 1.84364
Se -1.31752 3.77693 0.97796
```

Results
E_tot: -4442.45160 a.u.
M: 789.5 g/mol
LUMO: -9.42 eV
Energy relative to the best compared isomer or geometry (same formula, charge and spin): 0.066 eV
Net charge: +3

***

A single C26H33N3O2S molecule. Source: OMol25; level of theory: ωB97M-V/def2-TZVPD.

The geometry in XYZ format:
```
65
C26H33N3O2S ωB97M-V/def2-TZVPD
C -1.51282 -5.79902 -0.11863
C -1.99645 -4.41162 0.17474
C -3.01619 -4.21408 1.09375
C -3.48499 -2.94382 1.37766
C -2.90745 -1.85217 0.76277
C -1.86987 -2.03603 -0.14389
C -1.42577 -3.31441 -0.47895
C -0.37217 -3.51869 -1.52125
H 0.58272 -3.74839 -1.04944
H -0.24154 -2.62107 -2.12008
H -0.63747 -4.34471 -2.17803
N -1.31091 -0.88423 -0.75510
C -0.05279 -0.43536 -0.49287
N 0.30921 0.76568 -1.01299
C 1.67846 1.21797 -0.86860
H 1.93488 1.83381 -1.73370
C 1.90332 2.00111 0.42560
C 3.35982 2.44639 0.54976
N 4.29170 1.35572 0.33623
C 4.26106 0.35828 1.39548
C 5.20713 -0.78464 1.03421
O 6.52761 -0.33029 0.83778
C 6.55829 0.64788 -0.17127
C 5.65331 1.83183 0.17020
H 5.68119 2.55654 -0.64733
H 6.02870 2.32004 1.08830
H 7.59779 0.96976 -0.25933
H 6.22666 0.21082 -1.12577
H 5.24953 -1.51630 1.84197
H 4.84050 -1.27300 0.11962
H 3.25479 -0.04839 1.48729
H 4.56577 0.79559 2.36340
H 3.56389 3.19717 -0.22038
H 3.50788 2.92606 1.53501
H 1.62844 1.36442 1.26647
H 1.26362 2.88692 0.44883
H 2.33189 0.34460 -0.86043
C -0.62969 1.70526 -1.61215
C -1.82116 1.93511 -0.72209
C -1.89808 1.99537 0.63337
C -3.26825 2.24896 0.94617
C -3.99903 2.40412 2.12193
C -5.35259 2.63842 2.01718
C -5.98531 2.72044 0.77521
C -5.28393 2.56848 -0.40448
C -3.92343 2.33222 -0.29832
O -3.03670 2.14015 -1.30710
H -5.76473 2.62817 -1.36757
H -7.04793 2.90558 0.73748
H -5.94262 2.76180 2.91292
H -3.51144 2.33890 3.08222
H -1.09348 1.85818 1.32618
C -1.02690 1.29819 -3.03605
H -1.53913 0.34019 -3.05198
H -0.13269 1.21799 -3.64918
H -1.68312 2.05110 -3.46394
H -0.09243 2.66042 -1.68017
S 1.00368 -1.33991 0.40896
H -1.99991 -0.18448 -0.99535
H -3.24694 -0.85020 0.98895
H -4.28787 -2.80365 2.08576
H -3.45342 -5.06753 1.59166
H -1.98500 -6.51751 0.54638
H -0.43358 -5.86007 0.00926
H -1.74407 -6.08004 -1.14628
```

Results
E_tot: -1723.48438 a.u.
M: 451.6 g/mol
SMILES: Cc1cccc(NC(=S)N(CCCN2CCOCC2)[C@@H](C)c2cc3ccccc3o2)c1C
LUMO: 0.58 eV
Energy relative to the best compared isomer or geometry (same formula, charge and spin): 1.589 eV

***

A single C26H33N3O5 molecule. Source: OMol25; level of theory: ωB97M-V/def2-TZVPD.

The geometry in XYZ format:
```
67
C26H33N3O5 ωB97M-V/def2-TZVPD
C 1.91406 0.33321 -2.36035
H 1.85887 0.47611 -3.43756
C 2.97615 1.24275 -1.75609
C 2.78432 2.72285 -2.11796
C 1.42296 3.27162 -1.68498
N 1.32349 3.11832 -0.24937
C 0.23565 2.44127 0.25865
O -0.76297 2.28838 -0.42523
N 0.32205 1.98764 1.55416
C 1.49280 1.29285 2.05467
C 1.42741 -0.19789 1.70327
H 1.44977 -0.30780 0.61685
H 2.30086 -0.70634 2.11487
C 0.14593 -0.82069 2.26372
C -1.07317 -0.03432 1.77153
C -0.90578 1.44583 2.11332
H -0.86107 1.58359 3.19787
H -1.74091 2.02066 1.71099
H -1.18075 -0.11939 0.68846
H -1.98192 -0.42112 2.23477
C 0.03350 -2.30250 1.90417
O 0.00983 -3.17427 2.74861
N 0.00537 -2.55050 0.57936
H -0.10647 -1.79059 -0.07370
C -0.31057 -3.85573 0.03756
C -1.75449 -3.93239 -0.38869
C -2.62955 -4.83422 0.18224
C -3.96299 -4.90036 -0.19182
C -4.43830 -4.02966 -1.16099
C -3.57191 -3.10160 -1.74213
C -2.24310 -3.04664 -1.36458
O -1.33684 -2.16214 -1.88277
C -1.76702 -1.26570 -2.88080
H -2.52378 -0.57457 -2.49803
H -2.16096 -1.79573 -3.75256
H -0.88149 -0.70301 -3.17238
H -3.98553 -2.43900 -2.48371
O -5.72008 -3.98665 -1.61921
C -6.65677 -4.88291 -1.07224
H -7.59782 -4.66968 -1.57685
H -6.37380 -5.92371 -1.25934
H -6.78013 -4.72750 0.00423
H -4.60750 -5.62327 0.28032
H -2.26297 -5.50580 0.94362
H 0.34472 -4.03979 -0.82044
H -0.10740 -4.58807 0.82048
H 0.17974 -0.77019 3.35756
H 1.51572 1.41819 3.14200
H 2.40136 1.73379 1.64651
C 2.36961 3.75204 0.43376
C 2.22192 4.28486 1.71167
C 3.26587 4.95077 2.32264
C 4.46969 5.11479 1.65587
C 4.62268 4.61721 0.37707
C 3.58263 3.93804 -0.24810
O 3.80930 3.50382 -1.52282
H 5.54461 4.74206 -0.16818
H 5.28713 5.63662 2.12857
H 3.13452 5.35217 3.31547
H 1.27568 4.16869 2.21575
H 1.36377 4.33319 -1.95376
H 0.59472 2.74369 -2.15419
H 2.91403 2.85679 -3.19844
H 2.97593 1.14330 -0.66838
H 3.96504 0.94359 -2.10982
H 2.16139 -0.70791 -2.16490
H 0.93542 0.53830 -1.93282
```

Results
E_tot: -1551.06344 a.u.
M: 467.6 g/mol
SMILES: CC[C@H]1CN(C(=O)N2CCC(C(=O)NCc3ccc(OC)cc3OC)CC2)c2ccccc2O1
LUMO: 0.71 eV
Energy relative to the best compared isomer or geometry (same formula, charge and spin): 0.742 eV